[1]
12
Properties=species:S:1:pos:R:3:forces:R:3 method="wB97M-V/def2-TZVPD" lumo_ha=-0.0640 spin_multiplicity=1 e_above_lowest_kcal_mol=31.1
P -1.893693 0.731757 2.174425 -0.16 1.49 1.85
F -1.584818 0.127081 3.618344 -0.86 -0.90 -2.41
F -1.702082 -1.959523 1.626111 0.06 -0.25 -0.55
F -1.453605 2.183927 2.752656 0.01 0.21 -0.93
F -3.384349 1.287630 2.434087 -0.06 0.26 1.40
F -2.783694 0.014976 0.993353 1.93 0.05 -0.39
O -0.423165 0.709429 1.471149 -1.58 -0.14 0.62
O 1.165792 0.848924 -0.052220 0.02 0.52 0.21
C 0.029001 0.445961 0.205627 1.18 -1.79 -1.58
O -0.643204 -0.295520 -0.555019 -0.78 0.06 -0.39
Rb 2.369396 -0.655507 -3.058733 -0.43 0.29 0.75
Li -2.039006 -1.503635 -0.107464 0.68 0.19 1.42


[2]
53
Properties=species:S:1:pos:R:3:forces:R:3 method="wB97M-V/def2-TZVPD" lumo_ha="-0.1429 / -0.2963" spin_multiplicity=2 total_charge=+1 s_squared=0.757
Na 0.277612 -0.196090 -0.667610 -0.58 -0.04 0.24
N 3.449212 1.396680 0.468010 -1.09 -0.65 0.17
O 3.102662 2.244820 1.287160 0.64 -0.07 -0.34
O 2.636922 0.550770 0.073410 1.41 0.70 -0.04
O 4.623422 1.412630 0.092200 -0.52 -0.07 0.03
C 1.965492 -1.309290 3.129380 0.28 0.72 -0.55
C 1.611932 -2.294890 2.069880 -0.24 -1.83 1.34
C 1.541992 -3.705570 2.717840 0.42 0.27 -1.54
O 0.355472 -1.949600 1.514990 -0.14 0.37 -0.38
H 2.944672 -1.574460 3.528120 0.01 0.57 0.10
H 1.231332 -1.266730 3.933920 -0.04 -0.30 0.11
H 1.896702 -0.359400 2.599200 0.64 0.54 0.48
H 2.338872 -2.308880 1.257810 0.06 0.04 0.02
H 0.735692 -3.879670 3.430350 0.00 0.45 0.03
H 2.508562 -3.908880 3.178830 -0.09 -0.25 0.04
H 1.385062 -4.366340 1.865290 0.06 -0.51 0.29
H -0.113768 -1.728590 2.322810 -0.90 0.13 -0.22
C -0.068568 3.142060 3.012370 0.11 -0.23 0.57
C -0.505828 1.869010 2.328560 -0.06 -0.45 0.28
C -1.935268 1.747470 1.893940 -0.31 0.58 0.29
O 0.284892 1.700720 1.159390 0.22 -0.36 -0.55
H 0.948912 3.001480 3.377170 0.41 0.09 -0.45
H -0.560098 3.305590 3.971410 -0.65 0.27 -0.32
H -0.116738 3.983050 2.320630 -0.12 0.14 0.29
H -0.313118 1.040220 3.009790 0.21 -0.26 0.16
H -2.566848 1.665990 2.778560 -0.14 0.04 -0.08
H -2.088758 0.862970 1.275710 0.10 0.06 0.02
H -2.218008 2.644200 1.342530 -0.21 -0.06 -0.13
H 1.186302 1.905490 1.418500 0.09 0.04 -0.11
C -3.281438 -0.745040 -0.843090 -0.08 -0.37 0.17
O -1.996798 -1.287630 -1.171030 -0.48 -0.06 0.55
C -2.054318 -1.848720 -2.461490 1.14 0.92 -0.78
C -0.679318 -2.347680 -2.918420 -0.14 0.04 0.36
N 0.405652 -1.319310 -2.903890 -1.42 0.72 -0.38
C 0.199122 -0.290370 -3.978610 0.02 0.77 1.19
C 0.307802 1.166830 -3.421610 0.69 -0.22 -0.36
O -0.586138 1.461060 -2.394470 -1.68 0.22 1.80
C -0.602688 2.831050 -1.863150 0.44 -0.67 -0.81
H -3.522478 0.127060 -1.450910 0.12 0.07 -0.16
H -3.347658 -0.467550 0.208910 0.40 -0.07 -0.07
H -4.037298 -1.513700 -1.004150 -0.15 0.00 -0.08
H -2.396958 -1.059490 -3.130680 -0.08 0.17 -0.31
H -2.750558 -2.673430 -2.613810 -0.19 -0.20 0.62
H -0.896678 -2.746820 -3.909140 0.41 -0.07 -0.33
H -0.455848 -3.202680 -2.280350 0.53 0.12 0.05
H 1.353422 -1.659230 -2.983170 -0.27 -0.66 -0.12
H -0.768348 -0.374480 -4.473610 -0.07 -0.33 0.23
H 0.950692 -0.422300 -4.756960 0.07 0.22 -0.03
H 0.148982 1.869280 -4.239800 0.32 0.08 -0.24
H 1.290012 1.292410 -2.965990 0.68 0.14 -0.52
H -1.303788 2.957420 -1.038180 -0.18 -0.72 -0.23
H -0.883668 3.532470 -2.648750 0.12 -0.02 -0.12
H 0.369592 3.096070 -1.447780 0.25 -0.02 -0.20


[3]
44
Properties=species:S:1:pos:R:3:forces:R:3 method="wB97M-V/def2-TZVPD" lumo_ha=-0.1824 spin_multiplicity=1 total_charge=+2 e_above_lowest_kcal_mol=0.0
C 8.853863 5.252783 22.133961 0.05 0.78 -0.19
C 8.442734 6.606855 21.653849 0.21 -0.20 -0.27
O 8.192360 6.960774 20.560081 -0.12 0.18 0.07
N 8.411783 7.719087 22.738034 0.08 -0.37 0.40
H 7.512432 8.202521 22.668261 0.09 0.07 -0.05
H 8.469932 7.276702 23.657903 -0.12 0.15 0.01
C 9.564103 8.664888 22.563796 -0.29 0.34 -0.31
H 8.154458 4.885118 22.883290 -0.04 -0.22 -0.09
H 9.848778 5.292495 22.584432 -0.01 -0.02 0.06
H 8.899119 4.654220 21.233093 -0.10 -0.41 0.20
H 9.509499 9.446545 23.315334 0.07 -0.15 0.18
H 9.457565 9.133677 21.588780 0.10 -0.15 -0.07
H 10.480574 8.089097 22.628101 0.09 0.07 0.04
C 11.204570 1.345280 27.397184 -1.09 -0.27 0.49
C 12.623559 1.173002 27.063068 0.19 -0.15 0.24
O 13.522542 0.908851 27.780285 0.19 -0.02 -0.13
N 12.970661 1.382587 25.588985 0.14 0.00 0.09
H 13.565396 0.600343 25.306043 -0.16 -0.07 0.01
H 12.127185 1.391345 25.000355 0.23 -0.04 -0.06
C 13.762596 2.640377 25.401320 -0.14 0.31 0.00
H 10.936687 2.398927 27.499123 0.13 0.08 -0.24
H 10.988967 0.880366 28.359347 0.34 0.07 0.05
H 10.520862 0.887810 26.681503 0.19 0.21 -0.29
H 13.093193 3.477238 25.574013 0.02 0.02 -0.10
H 14.133421 2.657185 24.382580 -0.02 0.06 -0.03
H 14.577230 2.661873 26.117598 0.04 -0.19 0.00
C 10.633688 -0.561280 20.238018 0.33 0.51 0.14
C 10.151860 -1.922364 20.551708 0.00 0.18 -0.71
O 10.546536 -2.978178 20.212420 0.02 -0.06 0.19
N 8.896198 -1.957669 21.456651 -0.09 -1.00 0.27
H 8.073448 -1.485581 21.073941 0.25 0.37 0.02
H 8.664273 -2.958156 21.473048 -0.10 0.11 -0.19
C 9.221623 -1.581884 22.864739 -0.19 -0.30 0.45
H 11.509697 -0.590424 19.596378 -0.03 -0.31 -0.03
H 10.921220 -0.030273 21.152511 -0.16 0.02 -0.05
H 9.867525 0.028086 19.730243 -0.14 -0.06 0.13
H 9.898440 -2.346087 23.243837 0.29 0.20 -0.15
H 8.330291 -1.674547 23.480674 -0.14 0.34 -0.16
H 9.651855 -0.589538 22.898343 -0.05 0.12 0.13
B 10.626687 2.230229 23.437041 -1.37 0.19 -0.22
F 9.825543 2.562221 22.330683 0.28 -0.29 0.21
F 11.150145 3.406377 23.995003 0.45 -0.36 -0.08
F 9.840201 1.586754 24.435411 0.28 -0.01 -0.13
F 11.607313 1.282795 23.049495 0.33 0.27 0.16


[4]
13
Properties=species:S:1:pos:R:3:forces:R:3 method="wB97M-V/def2-TZVPD" lumo_ha=0.0358 spin_multiplicity=1 smiles="O=CCN1CC1" e_above_lowest_kcal_mol=69.3
O 2.691360 -1.712399 -0.016290 -0.19 0.12 0.05
C 1.768365 -0.982654 -0.256849 0.12 -0.16 0.26
C 0.807627 -0.404486 0.774348 0.10 -0.09 0.13
N -0.157820 0.338570 0.047434 0.38 0.34 -0.23
C -1.217261 0.164696 -0.870435 -0.10 -0.10 -0.23
C -1.278313 1.152408 0.277566 -0.09 0.25 0.17
H 1.532227 -0.649999 -1.285100 0.12 -0.03 -0.09
H 1.357364 0.331556 1.376214 0.11 -0.25 0.01
H 0.476893 -1.194373 1.468522 -0.17 -0.02 -0.19
H -1.909762 -0.679337 -0.830738 0.18 -0.02 0.23
H -0.987614 0.493164 -1.883544 -0.28 0.08 0.09
H -1.094187 2.212897 0.119831 -0.33 0.00 -0.10
H -1.988879 0.929955 1.079041 0.15 -0.11 -0.10